(1)
Computed, not measured: a cluster of 2 separate species, C6H11F2N in total at a distorted geometry, with ωB97M-V/def2-TZVPD.

Results
* largest force on an atom: 9.5 eV/Å
* highest occupied orbital energy (alpha / beta): -4.87 / -10.40 eV
* ΔE to the lowest compared entry with this formula, charge and spin: 182.5 kJ/mol
* energy: -13318.68465 eV
* spin multiplicity: 3
* orbital gap (alpha / beta): 5.707 / 8.952 eV

Each line ends with the Löwdin charge.
Atoms and positions in Å:
1 F 3.525 -0.914 0.317  0.0888
2 F 2.029 -2.487 0.805  0.0816
3 N 1.314 -0.221 0.871  0.1167
4 C -0.857 1.465 -1.745  -0.0757
5 C -1.378 0.332 -0.851  -0.4076
6 C 2.350 -1.158 0.972  -0.5358
7 C 1.958 -0.364 2.182  0.0024
8 C -2.408 0.485 0.263  -0.0572
9 C -0.937 -0.879 -1.252  -0.0156
10 H -1.471 2.333 -1.951  0.0614
11 H -0.526 1.042 -2.731  0.0744
12 H -3.335 1.071 0.094  0.0780
13 H 0.099 1.883 -1.411  0.0574
14 H 2.546 0.373 2.593  0.0906
15 H 1.617 0.478 0.208  0.1145
16 H -0.242 -1.178 -2.055  0.0707
17 H -1.178 -1.719 -0.674  0.0332
18 H -1.848 0.927 1.147  0.0926
19 H 1.353 -0.913 2.798  0.0826
20 H -2.614 -0.557 0.419  0.0470

***

(2)
Computed, not measured: a structure of composition C6H11F3IN at a distorted geometry, with ωB97M-V/def2-TZVPD.

Results
* largest force on an atom: 5.1 eV/Å
* highest occupied orbital energy: -9.64 eV
* ΔE to the lowest compared entry with this formula, charge and spin: 122.6 kJ/mol
* energy: -24141.84362 eV
* orbital gap: 9.952 eV

Each line ends with the Löwdin charge.
Atoms and positions in Å:
1 I -2.924 -0.242 0.120  0.9602
2 F 2.516 -0.742 -0.579  0.0922
3 F 1.830 1.285 -0.942  0.1248
4 F 2.053 0.476 1.098  0.0805
5 N -0.983 2.169 -0.482  0.0489
6 C -0.692 0.944 1.866  -0.1381
7 C -0.974 0.509 0.441  -0.7408
8 C -0.137 -0.659 -1.751  -0.0756
9 C 0.236 -1.795 0.404  -0.0665
10 C 0.173 -0.386 -0.226  -0.4707
11 C 1.576 0.187 -0.177  -0.5159
12 H 0.934 -2.628 -0.148  0.1491
13 H -0.778 -2.083 0.322  0.0094
14 H -0.916 0.060 2.422  0.0673
15 H 0.339 1.342 2.069  0.1052
16 H 0.682 -1.195 -2.310  0.1097
17 H 0.771 -1.902 1.371  0.0972
18 H -0.168 2.459 -0.004  -0.0093
19 H -0.798 1.795 -1.424  0.0053
20 H -0.918 -1.453 -1.866  0.0717
21 H -0.448 0.200 -2.317  0.0577
22 H -1.374 1.661 2.113  0.0379

***

(3)
Computed, not measured: a cluster of 2 separate species, C6H11IO in total at a distorted geometry, with ωB97M-V/def2-TZVPD.

Results
* largest force on an atom: 1.6 eV/Å
* highest occupied orbital energy (alpha / beta): -7.46 / -8.25 eV
* ΔE to the lowest compared entry with this formula, charge and spin: 98.9 kJ/mol
* energy: -16545.04473 eV
* orbital gap (alpha / beta): 7.685 / 8.660 eV

Each line ends with the Löwdin charge.
Atoms and positions in Å:
1 I -0.302 -2.909 0.428  0.8296
2 O -1.179 -0.144 -3.365  0.0312
3 C -0.309 -0.727 -2.816  -0.0562
4 C 0.802 -0.049 0.402  -0.5333
5 C -0.456 -0.826 0.191  -0.7633
6 C 1.074 0.157 1.901  -0.0806
7 C 0.758 1.297 -0.323  -0.0772
8 C -1.794 -0.220 0.361  -0.1742
9 H 1.639 -0.626 -0.006  0.1115
10 H 0.501 -1.300 -3.281  0.0670
11 H -1.946 0.131 1.389  0.0845
12 H -1.902 0.642 -0.298  0.0767
13 H 1.737 1.769 -0.287  0.0807
14 H 0.263 0.710 2.367  0.0767
15 H 0.037 1.971 0.134  0.0816
16 H 1.177 -0.804 2.402  0.0595
17 H -2.585 -0.929 0.128  0.0594
18 H 0.485 1.141 -1.364  0.0484
19 H 2.000 0.712 2.037  0.0781

***

(4)
Computed, not measured: an isolated molecule of C6H11N at a distorted geometry, with ωB97M-V/def2-TZVPD.

Results
* largest force on an atom: 1.1 eV/Å
* highest occupied orbital energy: -9.62 eV
* ΔE to the lowest compared entry with this formula, charge and spin: 194.6 kJ/mol
* energy: -7888.51441 eV
* orbital gap: 10.602 eV

Each line ends with the Löwdin charge.
Atoms and positions in Å:
1 N -1.271 0.503 2.027  0.1642
2 C 2.147 0.268 0.028  -0.1024
3 C -1.985 -0.799 1.752  -0.1328
4 C -0.399 -0.138 -0.423  -0.3191
5 C -1.025 -0.094 0.943  -0.2948
6 C 1.044 -0.693 -0.408  -0.2249
7 C -0.568 1.115 -1.298  -0.0585
8 H 1.054 -1.582 0.233  0.1111
9 H -0.309 0.859 -2.335  0.0844
10 H -1.002 -0.915 -0.914  0.1352
11 H 2.221 1.134 -0.638  0.0663
12 H 1.251 -1.051 -1.426  0.1112
13 H 1.988 0.640 1.046  0.0788
14 H 3.122 -0.232 0.009  0.0724
15 H -1.611 1.444 -1.299  0.0791
16 H -3.017 -0.731 1.435  0.0776
17 H -1.692 -1.697 2.279  0.0768
18 H 0.052 1.969 -1.010  0.0754

***

(5)
Computed, not measured: an isolated molecule of C6H11N, with ωB97M-V/def2-TZVPD.

Results
* largest force on an atom: 0.6 eV/Å
* highest occupied orbital energy (alpha / beta): -7.08 / -7.08 eV
* ΔE to the lowest compared entry with this formula, charge and spin: 422.5 kJ/mol
* energy: -7886.15296 eV
* orbital gap (alpha / beta): 7.988 / 7.991 eV

Each line ends with the Löwdin charge.
Atoms and positions in Å:
1 N -1.251 -1.424 -0.608  0.1294
2 C -0.948 0.767 0.197  -0.3748
3 C 1.639 -1.688 0.683  -0.1239
4 C -1.789 -0.366 -0.311  -0.1208
5 C 0.850 -0.978 -0.396  -0.2346
6 C 0.549 0.469 -0.210  -0.1838
7 C -1.430 2.158 -0.201  -0.0945
8 H 1.327 -1.380 1.688  0.0756
9 H 1.555 -2.781 0.626  0.0668
10 H -2.479 2.286 0.081  0.0738
11 H -0.588 -2.180 -0.470  0.0899
12 H 2.712 -1.457 0.592  0.0747
13 H 1.186 0.898 0.575  0.1195
14 H -1.059 0.655 1.288  0.1359
15 H -0.841 2.941 0.288  0.0773
16 H 0.742 1.030 -1.133  0.1105
17 H 1.175 -1.247 -1.403  0.0998
18 H -1.351 2.296 -1.285  0.0791

***

(6)
Computed, not measured: a structure of composition C6H11N at a distorted geometry, with ωB97M-V/def2-TZVPD.

Results
* largest force on an atom: 3.4 eV/Å
* highest occupied orbital energy: -9.54 eV
* ΔE to the lowest compared entry with this formula, charge and spin: 218.4 kJ/mol
* energy: -7888.26755 eV
* orbital gap: 10.495 eV

Each line ends with the Löwdin charge.
Atoms and positions in Å:
1 N 1.407 -1.247 -0.578  0.1128
2 C 0.469 1.944 0.239  -0.0558
3 C 0.507 0.685 -0.640  -0.2431
4 C 1.745 -0.072 -0.992  -0.1037
5 C 0.103 -0.801 -0.136  -0.5451
6 C -1.078 -1.284 -1.002  -0.0286
7 C -0.067 -1.041 1.327  -0.0261
8 H -0.754 -2.319 -1.117  0.0828
9 H -1.319 -0.762 -1.902  0.0563
10 H 0.714 -0.543 1.833  0.0716
11 H -0.937 -0.591 1.579  0.0528
12 H -0.459 2.452 0.149  0.0559
13 H 1.109 2.788 -0.103  0.0856
14 H 0.704 1.714 1.251  0.0561
15 H 0.051 -2.030 1.651  0.0779
16 H -2.071 -1.178 -0.467  0.0991
17 H 2.657 -0.010 -1.584  0.1071
18 H 0.052 0.923 -1.659  0.1443

***

(7)
Computed, not measured: an isolated molecule of C6H11N at a distorted geometry, with ωB97M-V/def2-TZVPD.

Results
* largest force on an atom: 3.6 eV/Å
* highest occupied orbital energy: -6.67 eV
* ΔE to the lowest compared entry with this formula, charge and spin: 884.0 kJ/mol
* energy: -7881.36987 eV
* orbital gap: 4.831 eV

Each line ends with the Löwdin charge.
Atoms and positions in Å:
1 N -0.914 0.871 2.145  -0.0184
2 C 0.793 -0.567 -1.006  -0.4066
3 C -0.219 0.277 -1.629  0.1384
4 C -1.194 -1.537 0.399  -0.0306
5 C 1.987 0.299 -0.859  -0.0934
6 C -0.354 0.907 0.818  -0.3642
7 C -0.271 -0.398 0.060  -0.2288
8 H -1.397 1.796 2.407  0.0239
9 H 2.662 0.035 0.021  0.1216
10 H 0.970 -1.607 -1.460  0.1802
11 H 0.271 0.976 -2.274  0.0599
12 H -2.122 -1.258 0.868  0.0736
13 H 2.556 0.227 -1.760  0.0777
14 H -1.012 1.513 0.190  0.1427
15 H -1.432 -1.951 -0.593  0.0861
16 H 0.582 1.328 0.810  0.0787
17 H 1.520 1.267 -0.920  0.0589
18 H -0.653 -2.296 0.986  0.1002

***

(8)
Computed, not measured: a cluster of 2 separate species, C6H11N in total at a distorted geometry, with ωB97M-V/def2-TZVPD.

Results
* largest force on an atom: 4.3 eV/Å
* highest occupied orbital energy: -8.49 eV
* ΔE to the lowest compared entry with this formula, charge and spin: 351.1 kJ/mol
* energy: -7886.89269 eV
* orbital gap: 8.988 eV

Each line ends with the Löwdin charge.
Atoms and positions in Å:
1 N -0.097 -0.838 0.862  -0.0777
2 C -2.453 -0.506 0.752  0.0373
3 C 0.782 0.665 -0.701  -0.3085
4 C 0.731 -1.820 0.995  -0.0210
5 C 2.043 0.577 -1.170  -0.0288
6 C -1.354 -1.133 0.302  -0.2806
7 C 0.191 1.972 -0.250  -0.1246
8 H 0.228 2.035 0.841  0.0714
9 H 0.517 -2.822 0.602  0.0774
10 H 2.698 1.440 -1.191  0.0479
11 H 0.736 2.826 -0.659  0.0689
12 H -0.098 -0.004 -1.192  0.1328
13 H -3.423 -0.697 0.310  0.0527
14 H -1.463 -2.049 -0.278  0.1054
15 H 2.458 -0.365 -1.511  0.0413
16 H -0.859 2.034 -0.549  0.0650
17 H -2.379 0.307 1.466  0.0617
18 H 1.740 -1.622 1.370  0.0794

***

(9)
Computed, not measured: an isolated molecule of C6H11N at a distorted geometry, with ωB97M-V/def2-TZVPD.

Results
* largest force on an atom: 3.6 eV/Å
* highest occupied orbital energy: -7.53 eV
* ΔE to the lowest compared entry with this formula, charge and spin: 326.0 kJ/mol
* energy: -7887.15307 eV
* orbital gap: 8.195 eV

Each line ends with the Löwdin charge.
Atoms and positions in Å:
1 N -0.715 -0.550 2.386  0.0273
2 C 2.494 -0.062 -0.212  -0.0173
3 C -1.225 -0.270 -1.759  -0.1061
4 C 1.429 -0.142 0.636  -0.1418
5 C -0.238 0.762 -1.121  -0.1865
6 C 0.062 0.156 0.224  -0.3416
7 C -0.905 0.030 1.078  -0.1380
8 H 0.688 0.946 -1.632  0.0689
9 H -1.547 -0.228 -2.834  0.0755
10 H -0.878 -1.250 -1.610  0.0522
11 H -0.831 1.714 -0.997  0.1230
12 H 2.325 -0.123 -1.359  0.0741
13 H -0.008 -0.359 3.078  0.0700
14 H -1.420 -0.303 3.039  0.0507
15 H -1.938 0.261 0.828  0.1227
16 H 1.428 -0.841 1.537  0.1206
17 H 3.524 0.391 0.044  0.0756
18 H -2.246 -0.130 -1.327  0.0707

***

(10)
Computed, not measured: an isolated molecule of C6H11N at a distorted geometry, with ωB97M-V/def2-TZVPD.

Results
* largest force on an atom: 2.7 eV/Å
* highest occupied orbital energy: -8.23 eV
* ΔE to the lowest compared entry with this formula, charge and spin: 237.4 kJ/mol
* energy: -7888.07091 eV
* orbital gap: 9.096 eV

Each line ends with the Löwdin charge.
Atoms and positions in Å:
1 N -0.247 0.937 1.561  0.0723
2 C 0.514 0.262 0.520  -0.3315
3 C 1.959 0.666 0.389  -0.1439
4 C -1.597 -0.696 -0.413  -0.2220
5 C 2.973 0.803 1.250  0.0003
6 C -2.086 -0.687 -1.951  -0.0792
7 C -0.131 -0.538 -0.347  -0.1232
8 H -1.278 -0.365 -2.604  0.0559
9 H 0.515 1.208 2.184  0.0569
10 H 2.719 0.890 2.337  0.0633
11 H 2.140 0.989 -0.649  0.1064
12 H 0.542 -0.852 -1.114  0.0971
13 H -2.041 0.160 0.106  0.0957
14 H -2.261 -1.688 -2.382  0.0618
15 H 3.953 0.453 0.980  0.0521
16 H -1.872 -1.611 0.078  0.0938
17 H -3.038 -0.152 -2.012  0.0615
18 H -0.764 0.221 2.068  0.0827